# C29H37Br4F3N2O6SSi2TeY

A molecular structure, C29H37Br4F3N2O6SSi2TeY (ωB97M-V/def2-TZVPD, the OMol25 dataset).

highest occupied orbital energy	-4.6200	eV
molecular weight	1190.98	g mol⁻¹
LUMO	2.09	eV
HOMO-LUMO gap	6.706	eV
energy relative to the best compared isomer or geometry (same formula, charge and spin)	0.0	kJ/mol
total energy	-369199.324	eV

Geometry as ORCA input:
```
! RIJCOSX wB97M-V def2-TZVPD def2/J DEFGRID3
* xyz -1 1
Y 0.534 -0.627 -0.772
O 2.098 -1.225 0.754
N 2.692 -0.563 1.726
C 3.461 -1.281 2.573
C 4.111 -0.689 3.620
C 3.958 0.690 3.801
C 3.170 1.401 2.935
C 2.504 0.783 1.857
S 1.486 1.604 0.766
H 3.494 -2.334 2.340
H 4.717 -1.290 4.281
H 4.453 1.191 4.622
H 3.021 2.465 3.052
Br -0.675 -7.669 0.194
C -0.021 -6.030 -0.490
C 0.983 -6.016 -1.442
Br 1.731 -7.631 -2.087
C 1.444 -4.786 -1.932
Br 2.824 -4.676 -3.231
C 0.928 -3.577 -1.493
O 1.335 -2.406 -1.933
C -0.107 -3.589 -0.497
O -0.569 -2.443 -0.078
C -0.555 -4.820 -0.027
Br -1.942 -4.763 1.261
C -0.819 0.135 -4.863
C -1.444 0.034 -3.482
C -2.947 -0.189 -3.545
O -0.871 -1.070 -2.760
C -1.160 1.341 -2.696
O -1.663 2.378 -3.107
O -0.402 1.221 -1.665
H -1.033 -0.766 -5.442
H 0.264 0.261 -4.786
H -1.232 1.000 -5.379
H -3.172 -1.079 -4.136
H -3.424 0.683 -3.989
H -3.342 -0.335 -2.538
H -0.210 -1.563 -3.268
F 6.418 2.766 -3.744
C 5.772 1.837 -4.475
F 5.374 2.446 -5.609
F 6.674 0.906 -4.820
C 4.604 1.260 -3.723
C 3.584 2.107 -3.312
C 2.522 1.560 -2.616
N 2.441 0.257 -2.335
C 3.419 -0.551 -2.737
C 4.527 -0.089 -3.434
H 3.610 3.167 -3.523
H 1.700 2.171 -2.263
H 3.290 -1.602 -2.505
H 5.301 -0.778 -3.740
C -4.443 2.746 -0.887
Si -3.820 3.055 0.842
C -5.070 2.441 2.100
C -3.552 4.895 1.097
C -2.190 2.182 1.101
Te -2.319 0.061 0.814
C -2.665 -0.538 2.840
Si -1.175 -0.598 3.981
C -0.392 1.090 4.149
C -1.800 -1.118 5.677
C 0.054 -1.863 3.377
H -5.313 3.367 -1.111
H -4.737 1.700 -1.003
H -3.666 2.953 -1.628
H -6.020 2.970 1.992
H -4.722 2.588 3.126
H -5.261 1.374 1.957
H -4.478 5.458 0.955
H -2.817 5.273 0.382
H -3.179 5.103 2.103
H -1.747 2.367 2.078
H -1.465 2.502 0.348
H -3.077 -1.546 2.731
H -3.463 0.094 3.232
H -1.112 1.817 4.534
H -0.015 1.452 3.190
H 0.449 1.050 4.846
H -2.523 -0.403 6.076
H -0.971 -1.187 6.386
H -2.283 -2.097 5.633
H 0.318 -1.719 2.328
H -0.369 -2.867 3.466
H 0.965 -1.824 3.982
*
```

Table of Löwdin atomic charges, one value per atom, all in e: 1.280 -0.264 -0.204 -0.034 -0.071 -0.084 -0.100 -0.669 0.672 0.141 0.101 0.103 0.103 0.665 -0.768 -0.772 0.662 -0.636 0.722 -0.410 -0.271 -0.420 -0.319 -0.632 0.733 -0.004 -0.508 -0.005 -0.087 -0.606 0.042 -0.246 0.092 0.089 0.093 0.088 0.090 0.075 0.097 0.141 -0.582 0.140 0.136 -0.113 0.021 -0.115 0.030 -0.084 0.027 0.127 0.097 0.084 0.121 -0.181 0.371 -0.194 -0.187 -0.566 1.305 -0.567 0.396 -0.183 -0.189 -0.162 0.029 0.017 0.024 0.026 0.028 0.017 0.023 0.031 0.025 -0.004 -0.009 0.002 -0.004 0.033 -0.017 0.031 0.025 0.026 0.028 0.003 0.024 0.031


# C29H37CaN4OS

A molecular structure, C29H37CaN4OS (ωB97M-V/def2-TZVPD, the OMol25 dataset).

highest occupied orbital energy	-4.4936	eV
molecular weight	529.79	g mol⁻¹
LUMO	2.85	eV
HOMO-LUMO gap	7.343	eV
total energy	-67959.848	eV

Geometry as ORCA input:
```
! RIJCOSX wB97M-V def2-TZVPD def2/J DEFGRID3
* xyz -1 1
Ca 0.159 0.550 -0.267
N -3.077 -2.744 1.092
C -2.050 -1.835 0.883
S -2.258 -0.847 -0.541
N -1.112 -1.865 1.773
N -0.054 -0.984 1.566
C 0.794 -1.036 2.531
C 2.021 -0.278 2.722
C 2.634 -0.444 3.971
C 3.798 0.212 4.317
C 4.372 1.071 3.382
C 3.807 1.256 2.142
C 2.620 0.583 1.756
O 2.128 0.729 0.588
H -3.948 -2.485 0.663
H -3.136 -3.076 2.044
H 0.547 -1.718 3.351
H 2.163 -1.113 4.683
H 4.249 0.069 5.289
H 5.282 1.609 3.629
H 4.251 1.926 1.416
C 3.979 0.043 -1.864
C 2.806 -0.898 -1.792
C 1.735 -0.742 -2.678
C 1.726 0.437 -3.621
C 0.674 -1.658 -2.666
C -0.415 -1.579 -3.708
C 0.654 -2.685 -1.717
C -0.489 -3.664 -1.671
C 1.699 -2.802 -0.795
C 1.660 -3.908 0.226
C 2.765 -1.899 -0.818
C 3.831 -1.956 0.244
H 3.805 0.920 -1.236
H 4.157 0.382 -2.884
H 4.894 -0.436 -1.521
H 2.167 1.318 -3.155
H 0.715 0.712 -3.918
H 2.291 0.244 -4.538
H -1.300 -1.055 -3.339
H -0.742 -2.576 -4.000
H -0.072 -1.079 -4.611
H -1.393 -3.249 -2.105
H -0.741 -3.925 -0.645
H -0.239 -4.592 -2.198
H 1.046 -3.626 1.087
H 2.653 -4.160 0.589
H 1.226 -4.816 -0.190
H 4.261 -0.974 0.426
H 4.646 -2.638 -0.020
H 3.420 -2.287 1.196
C -2.869 2.470 1.998
N -1.813 3.012 2.833
C -1.781 2.312 4.100
C -0.513 2.883 2.167
C -0.415 3.666 0.876
C -0.446 5.055 0.989
C -0.369 5.854 -0.138
C -0.261 5.247 -1.381
C -0.235 3.861 -1.467
C -0.312 2.998 -0.359
H -3.832 2.601 2.496
H -2.725 1.394 1.792
H -2.893 2.986 1.039
H -2.741 2.416 4.610
H -1.001 2.730 4.739
H -1.578 1.233 3.974
H -0.313 1.806 2.000
H 0.251 3.213 2.880
H -0.542 5.508 1.971
H -0.392 6.935 -0.050
H -0.199 5.854 -2.279
H -0.157 3.440 -2.470
*
```

Table of Löwdin atomic charges, one value per atom, all in e: 1.156 0.021 -0.920 0.470 -0.038 -0.112 -0.124 -0.162 -0.072 -0.127 -0.113 -0.030 -0.419 -0.259 0.047 0.073 0.112 0.100 0.083 0.094 0.107 -0.042 -0.206 -0.221 -0.051 -0.219 -0.056 -0.201 -0.068 -0.180 -0.038 -0.182 -0.037 0.084 0.072 0.075 0.077 0.069 0.090 0.061 0.075 0.068 0.049 0.067 0.090 0.079 0.069 0.073 0.064 0.092 0.075 -0.101 -0.260 -0.126 -0.203 -0.302 -0.076 -0.130 -0.143 -0.187 -0.184 0.078 0.070 0.083 0.075 0.078 0.083 0.083 0.122 0.101 0.083 0.081 0.060


# C29H37Cl5CsN5O4S4

A molecular structure, C29H37Cl5CsN5O4S4 (ωB97M-V/def2-TZVPD, the OMol25 dataset).

highest occupied orbital energy	-7.4651	eV
molecular weight	958.08	g mol⁻¹
LUMO	0.12	eV
HOMO-LUMO gap	7.580	eV
energy relative to the best compared isomer or geometry (same formula, charge and spin)	215.3	kJ/mol
total energy	-152810.359	eV

Geometry as ORCA input:
```
! RIJCOSX wB97M-V def2-TZVPD def2/J DEFGRID3
* xyz 0 1
Cs 0.409 -0.405 0.217
N -1.180 -0.118 -4.164
N 0.215 -0.189 -4.083
C 1.018 0.859 -3.863
N 2.349 0.572 -3.899
S 0.448 2.419 -3.643
H -1.405 0.765 -4.613
H -1.538 -0.072 -3.211
H 0.610 -1.083 -4.327
H 2.648 -0.355 -3.626
H 2.944 1.327 -3.607
Cl 1.927 -2.167 -2.173
C 2.620 -3.416 -1.068
C 2.683 -3.114 0.267
C 3.255 -4.129 0.997
Cl 3.479 -3.875 2.751
C 3.731 -5.331 0.479
Cl 4.450 -6.555 1.481
C 3.650 -5.550 -0.898
Cl 4.232 -7.016 -1.590
C 3.097 -4.556 -1.707
Cl 3.015 -4.790 -3.416
O -2.075 -0.090 -1.321
S -2.973 0.366 -0.219
C -4.596 -0.278 -0.633
C -4.779 -0.877 -1.867
C -6.036 -1.371 -2.189
C -7.082 -1.267 -1.283
C -6.876 -0.677 -0.042
C -5.624 -0.184 0.293
C -3.297 2.100 -0.543
C -3.664 2.918 0.515
C -3.877 4.270 0.281
C -3.695 4.789 -0.993
C -3.299 3.962 -2.038
C -3.099 2.609 -1.817
H -3.943 -0.965 -2.550
H -6.195 -1.844 -3.150
H -8.059 -1.656 -1.539
H -7.689 -0.610 0.670
H -5.450 0.262 1.265
H -3.771 2.507 1.513
H -4.168 4.919 1.097
H -3.849 5.846 -1.170
H -3.135 4.373 -3.026
H -2.760 1.958 -2.612
C 0.921 -6.794 2.715
N 0.494 -5.544 3.308
C 0.945 -5.103 4.634
C 0.617 -3.591 4.638
N -0.046 -3.402 3.349
C -0.046 -4.516 2.663
S -0.825 -4.567 1.116
H 1.994 -6.921 2.860
H 0.727 -6.770 1.643
H 0.388 -7.637 3.157
H 2.012 -5.296 4.735
H 0.407 -5.649 5.411
H 1.513 -2.976 4.698
H -0.056 -3.327 5.452
H -0.620 -2.605 2.922
C 5.502 4.367 2.160
C 4.836 3.921 0.863
C 3.392 3.503 1.100
S 2.594 2.881 -0.396
O 1.288 2.302 0.049
C 2.202 4.470 -1.216
C 0.746 4.879 -1.030
C 0.393 5.354 0.375
H 6.538 4.661 1.990
H 5.499 3.562 2.898
H 4.978 5.220 2.596
H 5.384 3.080 0.432
H 4.885 4.731 0.130
H 2.779 4.309 1.507
H 3.348 2.656 1.788
H 2.411 4.301 -2.271
H 2.890 5.227 -0.828
H 0.109 4.038 -1.309
H 0.548 5.675 -1.753
H 0.483 4.539 1.094
H -0.638 5.709 0.410
H 1.039 6.177 0.695
O -0.766 -2.991 0.766
O -1.527 -2.157 1.702
*
```

Table of Löwdin atomic charges, one value per atom, all in e: 1.071 0.036 -0.102 -0.909 0.078 0.649 0.045 0.025 0.110 0.023 0.077 0.558 -0.666 -0.178 -0.695 0.636 -0.708 0.644 -0.718 0.659 -0.718 0.655 -0.662 0.980 -0.352 -0.056 -0.066 -0.080 -0.076 -0.076 -0.359 -0.082 -0.079 -0.080 -0.062 -0.060 0.108 0.108 0.104 0.106 0.111 0.110 0.106 0.105 0.111 0.094 -0.031 -0.130 -0.114 -0.117 0.063 -0.571 1.070 0.058 0.078 0.094 0.096 0.122 0.094 0.119 0.093 -0.108 -0.304 -0.363 0.900 -0.729 -0.342 -0.307 -0.103 0.073 0.076 0.076 0.109 0.100 0.090 0.099 0.053 0.084 0.054 0.115 0.062 0.066 0.075 -0.770 -0.453